# 1
The following is a quantum chemistry calculation of the molecule C16H12ClN5O4, from OMol25.

Geometry as XYZ:
```
38
Properties=species:S:1:pos:R:3:forces:R:3
N 4.30904 -1.35297 -0.36340 -3.11 -0.31 -0.03
O -0.20540 2.86247 0.58425 -0.35 2.99 2.93
O 0.01340 -1.82614 -3.23176 -0.39 -0.89 0.49
O 0.98604 -0.22478 -4.31700 -1.00 -0.63 2.15
Cl 1.59557 0.62653 1.67808 -0.54 0.33 -0.69
C 3.14081 -1.46079 -0.37470 2.47 0.58 0.53
N -0.37284 1.10586 -2.40680 1.11 2.02 0.88
N 1.51051 -3.41142 1.14882 -0.90 2.16 -1.84
O -0.26056 -1.94532 1.24927 1.81 0.91 -2.25
C 0.13213 2.06260 -0.20112 -0.53 -2.20 -0.81
C 0.39994 0.09523 -2.18435 -1.31 3.43 4.06
C 0.94242 -2.31907 0.65490 1.97 -1.08 0.64
C 0.85470 0.83324 0.13765 0.74 -1.59 -2.65
C 0.96557 -0.12171 -0.87184 1.54 -1.91 1.87
C -0.34814 -4.93123 4.02229 2.62 -1.20 -0.27
C -1.29929 -3.96655 4.11667 -1.92 1.94 -1.13
C 0.68148 -4.88841 3.04920 0.40 1.83 -1.72
C -1.29871 -2.88905 3.18355 -1.51 -0.86 1.70
C 0.61629 -3.83843 2.08448 -1.60 -0.70 2.26
C -0.44414 -2.89464 2.16146 1.94 -1.98 0.48
N -0.41157 2.13123 -1.47012 1.91 -4.17 -2.23
N 0.45442 -0.70896 -3.28605 1.94 -1.50 -5.11
C 1.67492 -1.54996 -0.49870 -2.04 0.03 -1.22
C -1.56687 5.82970 -1.98704 -1.60 -0.96 0.36
C -1.14808 3.21956 -1.91177 -3.75 2.57 -0.45
C -0.58335 4.62967 -1.75375 1.09 1.63 -1.19
H -0.19237 -5.65912 4.79985 -0.51 -0.37 0.12
H -2.20084 -3.99372 4.76844 1.27 -0.15 -0.03
H 1.63490 -5.44266 2.91421 -1.11 -0.28 0.89
H -1.95106 -2.05869 3.28854 -0.80 0.43 0.17
H 1.55487 -2.28882 -1.36209 -0.12 1.20 0.76
H -1.28048 6.70617 -1.41682 0.32 -0.06 0.27
H -2.62205 5.59037 -1.64344 1.12 0.14 -0.33
H -1.65436 6.19634 -3.00899 0.11 -0.44 -0.20
H -2.07841 3.23520 -1.33166 -0.10 0.01 0.31
H -1.55903 3.02369 -2.93117 0.98 0.08 0.62
H -0.19691 4.82566 -0.74136 0.20 -0.62 -0.56
H 0.20744 4.79893 -2.54772 -0.33 -0.38 1.22
```
Forces are in eV/Å.

SMILES	CCCn1nc([N+](=O)[O-])c([C@@H](C#N)c2nc3ccccc3o2)c(Cl)c1=O
gap between HOMO and LUMO	7.7	eV

---

# 2
The following is a quantum chemistry calculation of a structure of composition C16H12F6N4O5S2V, from OMol25.

Geometry as XYZ:
```
46
Properties=species:S:1:pos:R:3:forces:R:3
V 0.05933 0.57903 -0.03443 -0.07 0.06 0.28
C 2.89292 -2.19490 1.81203 -0.05 -0.03 0.02
C 1.81564 -1.22459 1.49530 0.04 0.00 -0.14
N 1.60180 -0.70972 0.33971 0.01 0.06 0.02
N 2.48834 -0.88146 -0.69644 0.16 -0.06 -0.11
C 2.31228 0.11447 -1.51238 -0.22 0.12 -0.21
O 1.35461 1.00818 -1.26871 0.14 -0.07 0.20
C 3.10334 0.31531 -2.72318 0.25 -0.33 0.08
C 2.84139 1.38465 -3.57563 -0.05 0.01 0.05
C 3.59688 1.54037 -4.72410 0.02 0.06 -0.09
C 4.60708 0.63783 -5.02702 -0.01 -0.03 0.05
C 4.86997 -0.43124 -4.17768 -0.04 0.06 0.00
C 4.12111 -0.59235 -3.02727 0.03 -0.02 -0.03
C 0.94032 -0.63969 2.52784 -0.03 0.01 0.15
C 0.92106 -1.04780 3.84523 -0.01 0.00 0.04
C 0.12568 -0.35505 4.75131 0.00 -0.01 0.01
C -0.61869 0.72333 4.31377 -0.03 0.05 -0.05
C -0.55762 1.07112 2.97300 0.05 -0.06 -0.01
N 0.20514 0.41102 2.10369 -0.10 0.15 -0.19
H 3.42400 -2.48016 0.91033 -0.01 0.02 -0.01
H 2.45368 -3.08273 2.27190 0.04 -0.01 0.01
H 3.59605 -1.76159 2.52570 0.00 0.00 0.01
H 2.05126 2.08332 -3.33911 0.00 0.00 0.01
H 3.39645 2.36904 -5.38955 0.00 0.00 0.00
H 5.19219 0.76513 -5.92795 0.00 0.01 -0.01
H 5.65578 -1.13428 -4.41672 0.00 -0.01 0.01
H 4.31177 -1.42088 -2.35940 -0.01 0.00 0.01
H 1.51897 -1.88774 4.16816 0.01 0.00 -0.04
H 0.09589 -0.65838 5.78891 0.00 0.00 0.00
H -1.24514 1.29260 4.98453 0.00 -0.01 0.01
H -1.13671 1.89529 2.57828 -0.03 0.03 0.02
F -5.01721 1.50344 0.45104 0.03 -0.05 0.01
C -3.83271 1.17134 0.91731 -0.04 0.17 0.08
F -3.92480 0.80063 2.18966 0.02 0.00 -0.04
F -3.01067 2.22342 0.83737 -0.03 -0.07 0.00
S -3.14987 -0.24040 -0.05420 -0.07 -0.22 -0.09
O -1.74657 -0.32678 0.44024 0.28 -0.04 0.06
O -3.98111 -1.34577 0.23053 0.01 -0.02 -0.04
N -3.17174 0.23108 -1.54557 -0.14 0.07 -0.01
S -1.80990 0.72572 -2.14034 0.09 0.07 -0.23
O -0.89363 -0.31662 -2.51543 -0.14 0.08 0.09
O -1.17203 1.74102 -1.26336 -0.07 0.05 0.05
C -2.34524 1.66428 -3.64317 -0.05 -0.04 0.06
F -3.16242 2.63367 -3.28213 0.01 0.01 0.00
F -2.94307 0.83517 -4.47109 -0.01 -0.02 -0.01
F -1.25208 2.16202 -4.19349 0.01 0.01 0.00
```
Forces are in eV/Å.

total charge	+1
multiplicity	3
expectation value of S²	2.016
gap between HOMO and LUMO (spin up / spin down)	7.0 / 7.0	eV

---

# 3
The following is a quantum chemistry calculation of the molecule C16H12FNO2, from OMol25.

Geometry as XYZ:
```
32
Properties=species:S:1:pos:R:3:forces:R:3
C 3.11786 0.31793 1.80041 0.47 -0.16 -1.21
C 2.97059 1.67832 0.91606 -1.02 -0.98 0.06
F 4.24537 2.35038 0.78436 -1.82 -1.23 -0.03
C 2.40685 1.18021 -0.52245 0.13 0.47 -1.11
C 3.41424 1.25556 -1.70249 -3.85 -1.72 -1.60
C 2.93000 0.75656 -3.08924 -2.84 -0.38 3.40
C 1.47635 0.20107 -3.20216 0.51 0.92 2.36
C 0.46311 0.15546 -2.01920 2.90 0.92 0.98
C 0.94801 0.67375 -0.61023 1.32 -0.52 -3.14
C -0.09648 0.62693 0.58132 -0.61 1.23 2.56
O 0.03991 1.25873 1.68150 0.13 -2.20 -4.19
C -1.47003 -0.21208 0.45935 -1.67 -1.41 -0.30
C -2.27984 -0.47904 1.76535 -1.16 -1.14 -3.25
C -3.63052 -1.26333 1.73421 2.68 1.39 -3.21
N -4.31585 -1.48642 3.02092 1.27 0.21 -1.40
C -4.13796 -1.74068 0.34352 2.88 1.61 0.29
C -3.31152 -1.48657 -0.96441 1.25 1.33 2.87
C -1.95285 -0.72082 -0.92395 -1.08 -0.25 3.46
C -1.03146 -0.42774 -2.17847 -1.25 -0.41 -2.36
O -1.50968 -0.64552 -3.32766 1.89 0.69 3.74
H 3.90959 0.40803 2.61548 -1.24 0.06 -1.02
H 3.46112 -0.48748 1.04199 -0.33 1.20 1.40
H 2.11007 -0.05158 2.19946 1.51 0.92 -0.46
H 2.23178 2.42255 1.39386 1.32 -1.18 -0.80
H 4.47946 1.65070 -1.63110 -1.84 -0.56 0.36
H 3.58104 0.74574 -4.02929 -1.01 0.09 1.69
H 1.13571 -0.19115 -4.21402 0.39 0.61 1.60
H -1.90641 -0.09716 2.76987 -0.41 -0.50 -1.66
H -3.55019 -1.59596 3.71617 -1.07 0.31 -0.47
H -4.90476 -0.67397 3.25455 0.46 -0.59 -0.09
H -5.13816 -2.28301 0.31458 1.60 0.78 -0.14
H -3.68538 -1.83940 -1.97830 0.48 0.48 1.64
```
Forces are in eV/Å.

SMILES	C[C@@H](F)c1cccc2c1C(=O)c1cc(N)ccc1C2=O
gap between HOMO and LUMO	7.6	eV

---

# 4
The following is a quantum chemistry calculation of a structure of composition C16H12IN2O8S4SbW, from OMol25.

Geometry as XYZ:
```
45
Properties=species:S:1:pos:R:3:forces:R:3
W -1.10320 1.29007 -1.21729 -0.23 0.37 1.13
C -0.41645 -2.51905 -3.40296 0.01 -0.09 0.05
C 0.42247 -2.51994 -2.15729 0.13 -0.34 -0.20
N 1.32363 -3.51083 -2.01055 -0.05 0.08 0.13
C 2.04844 -3.50643 -0.88222 -0.09 0.06 -0.14
C 1.98636 -2.54489 0.10226 -0.13 -0.04 -0.02
C 2.85840 -2.65493 1.30126 0.10 0.05 0.07
O 2.07599 -2.93670 2.47806 0.12 -0.06 -0.01
C 1.08515 -1.45384 -0.07139 0.24 0.05 0.27
C 0.98595 -0.39020 0.83858 0.20 -0.19 -0.08
N 0.36489 0.79165 0.67238 -0.36 0.47 -0.44
C 0.20836 1.50645 1.86321 -0.02 -0.18 0.06
C -0.03136 0.87576 3.08929 -0.09 0.01 0.20
C -0.08911 1.61084 4.26733 0.01 -0.08 -0.09
C 0.07180 2.98997 4.25175 0.02 0.02 -0.07
C 0.24031 3.63404 3.02912 0.05 -0.02 0.09
C 0.30419 2.89382 1.86362 -0.10 0.12 -0.09
I 0.40981 3.76532 -0.02388 0.40 0.51 0.14
C 0.27685 -1.51916 -1.21447 -0.11 0.37 -0.10
O -0.67662 -0.59331 -1.37879 -0.27 -0.62 -0.30
H -0.48383 -3.53826 -3.78155 0.01 0.00 -0.01
H 0.04060 -1.89426 -4.17699 -0.01 -0.01 0.03
H -1.41321 -2.12374 -3.21668 0.00 0.00 0.00
H 2.74531 -4.33488 -0.76583 -0.01 0.01 0.01
H 3.41130 -1.71931 1.45155 0.02 0.03 0.03
H 3.58632 -3.45536 1.13498 0.02 -0.05 0.02
H 2.68102 -2.99262 3.22643 -0.07 0.07 -0.09
H 1.51739 -0.50922 1.77714 -0.02 -0.03 0.01
H -0.22215 -0.19082 3.09795 0.04 0.02 0.01
H -0.29147 1.09960 5.20202 0.03 -0.01 -0.01
H 0.04623 3.56105 5.17291 -0.05 0.00 -0.03
H 0.32931 4.71365 2.98158 -0.03 -0.03 0.01
O -2.76432 -1.35192 0.94364 -0.16 -0.14 0.35
C -2.63936 -0.46797 0.15176 -0.28 0.69 -0.35
O -2.14412 0.75600 0.36974 -0.73 -1.28 0.79
C -3.09973 -0.56031 -1.35262 0.16 0.47 0.67
O -3.63974 -1.51352 -1.81905 -0.33 -0.04 -0.37
O -2.78977 0.59755 -1.96850 0.15 -1.34 -0.13
S -3.32642 3.96897 -4.45631 0.09 -0.57 -0.25
Sb -1.76920 3.33996 -2.92593 -0.64 2.15 0.39
S 0.73591 1.00103 -3.38457 0.18 -0.10 -0.45
S -2.78571 3.18828 -0.78509 0.31 -0.21 -0.24
S -0.08954 4.94166 -2.82128 0.14 -0.39 -0.31
O 0.77771 1.50703 -1.93214 1.27 0.07 -0.15
O -0.75841 0.76880 -3.52119 0.08 0.16 -0.53
```
Forces are in eV/Å.

total charge	-2
multiplicity	3
expectation value of S²	2.043
gap between HOMO and LUMO (spin up / spin down)	4.6 / 6.0	eV

---

| no. | largest force on an atom (eV Å⁻¹) | E (Eh) |
| --- | --- | --- |
| 1 | 5.669 | -1651.627581 |
| 2 | 0.421 | -3551.529374 |
| 3 | 4.733 | -921.709189 |
| 4 | 2.278 | -3526.240287 |